w:
Here is the molecule C23H27N3O6S from OMol25. Energies are from wB97M-V/def2-TZVPD.

LUMO in eV: -0.711
Highest occupied orbital energy in eV: -7.801

CARTESIAN COORDINATES (ANGSTROEM)
C: 0.8268 -3.5351 -6.2648
C: 0.7351 -4.7402 -5.4352
O: 1.0074 -4.3752 -4.1450
C: -0.0739 -3.7118 -3.3352
C: 0.1099 -3.1562 -2.0516
C: -0.6856 -2.6793 -1.0867
C: -1.9915 -2.5646 -1.4230
N: -2.8122 -1.8011 -0.8728
C: -2.9844 -2.2621 0.6489
C: -4.1511 -1.2309 1.2297
C: -3.1315 -0.1550 1.6694
O: -3.2471 0.1175 3.0610
N: -2.2554 0.5562 0.9496
C: -1.1651 1.4248 1.3917
C: -1.1623 2.0813 2.4714
C: -0.2271 3.0411 2.8107
C: 0.6618 3.5840 1.4243
S: 1.8023 4.5910 2.0106
O: 2.3882 5.1750 0.6222
O: 1.3660 5.6831 2.9177
N: 3.1207 3.7313 2.6009
C: 2.7620 3.2830 3.9911
C: 4.3921 2.7023 4.4271
O: 4.9240 1.6807 3.8356
C: 5.1191 2.4107 2.3815
C: 3.6733 2.6856 1.8327
C: 0.4962 2.7358 0.3814
C: -0.5998 1.8328 0.3092
C: -4.7814 -0.5793 -0.1625
C: -4.0434 -0.9390 -1.2799
O: -3.8485 -0.6374 -2.4058
C: -2.2709 -2.8577 -3.0080
C: -1.2951 -3.4257 -3.7957
H: 1.8227 -2.8898 -6.1078
H: 0.0986 -2.8041 -6.1157
H: 0.7160 -4.0867 -7.1966
H: 1.7589 -5.4910 -5.4844
H: -0.1760 -5.1367 -5.4732
H: 1.2330 -3.5611 -1.6217
H: -0.4392 -2.4665 -0.1386
H: -2.1299 -2.3777 1.0216
H: -3.5868 -3.2726 0.5539
H: -4.6953 -1.6088 2.0083
H: -2.1726 0.1533 -0.0952
H: -2.1530 1.7880 3.2685
H: -0.4069 3.6066 3.6296
H: 2.3768 4.0468 4.5964
H: 2.0705 2.2697 3.8261
H: 4.0565 2.3880 5.3310
H: 4.9448 3.7923 4.6248
H: 5.7374 1.6312 1.8682
H: 5.6274 3.3366 2.5591
H: 4.0802 3.2666 1.0035
H: 3.1272 2.0017 1.6685
H: 1.2296 3.0646 -0.1874
H: -0.3591 1.2605 -0.8245
H: -4.9205 0.3610 0.0829
H: -5.7454 -1.2637 -0.4228
H: -3.0757 -2.8272 -3.3269
H: -1.6777 -3.8468 -4.7479

x:
Here is the molecule C23H27N3O6S from OMol25. Energies are from wB97M-V/def2-TZVPD.

LUMO in eV: 0.044
Highest occupied orbital energy in eV: -9.151

CARTESIAN COORDINATES (ANGSTROEM)
C: 6.5040 4.3104 0.5715
C: 5.4013 4.1179 -0.4596
O: 4.9635 2.7610 -0.5176
C: 4.0759 2.3893 0.4302
O: 3.6062 3.1298 1.2621
N: 3.7823 1.0708 0.3392
C: 4.2791 0.2334 -0.7360
C: 3.9994 -1.2251 -0.4072
N: 2.5714 -1.4426 -0.2623
C: 2.0579 -2.6401 -0.6213
O: 2.7533 -3.5592 -1.0110
C: 0.5655 -2.7621 -0.5269
C: -0.0003 -3.7515 0.2710
C: -1.3779 -3.8716 0.3309
C: -2.1752 -3.0209 -0.4082
S: -3.9552 -3.0459 -0.1894
O: -4.5947 -2.9367 -1.4854
O: -4.3197 -4.1499 0.6507
C: -4.2261 -1.4940 0.6745
C: -5.1074 -0.5608 0.1660
C: -5.2608 0.6533 0.8128
C: -4.5333 0.9405 1.9624
C: -4.6722 2.2627 2.6486
C: -3.6531 -0.0180 2.4591
C: -3.4964 -1.2331 1.8190
C: -1.6225 -2.0494 -1.2434
N: -2.4695 -1.2352 -1.9853
C: -2.2030 0.0344 -2.4189
C: -3.3740 0.6445 -3.1503
O: -1.1585 0.6102 -2.2149
C: -0.2364 -1.9364 -1.3021
C: 1.8094 -0.3489 0.3125
C: 2.7337 0.5139 1.1659
H: 7.3379 3.6448 0.3616
H: 6.1188 4.0954 1.5651
H: 6.8534 5.3385 0.5436
H: 5.7597 4.3382 -1.4673
H: 4.5459 4.7574 -0.2191
H: 5.3539 0.3946 -0.8468
H: 3.7958 0.5036 -1.6835
H: 4.3520 -1.8784 -1.2087
H: 4.5234 -1.5085 0.5134
H: 0.6379 -4.4105 0.8381
H: -1.8595 -4.6153 0.9469
H: -5.6676 -0.8032 -0.7242
H: -5.9520 1.3854 0.4215
H: -4.6584 2.1399 3.7291
H: -3.8372 2.9083 2.3759
H: -5.5946 2.7589 2.3595
H: -3.0869 0.1947 3.3538
H: -2.8192 -1.9826 2.1988
H: -3.4048 -1.6183 -2.1152
H: -4.1847 0.8227 -2.4464
H: -3.0725 1.5897 -3.5923
H: -3.7291 -0.0288 -3.9262
H: 0.2033 -1.2030 -1.9562
H: 1.3639 0.2727 -0.4736
H: 1.0009 -0.7480 0.9297
H: 3.1676 -0.0857 1.9752
H: 2.1851 1.3469 1.6106

Which of them is the most stable, and which is the least stable? x and w, in that order.

w:
Here is the molecule C6H9N3O from OMol25. Energies are from wB97M-V/def2-TZVPD.

LUMO in eV: 0.835
Highest occupied orbital energy in eV: -9.235

CARTESIAN COORDINATES (ANGSTROEM)
N: -2.6915 -1.3297 0.6847
C: -2.3451 -0.2202 0.0199
O: -3.0930 0.2261 -0.8516
C: -0.8622 0.1309 0.0917
N: -0.3388 0.2127 1.2466
C: 1.0945 0.3962 1.3794
C: 1.7510 1.1301 0.2112
C: 1.1703 0.7195 -1.1179
C: 0.8387 -0.6764 -1.4737
N: -0.2297 0.2925 -1.1540
H: -2.5365 -1.3630 1.6842
H: -3.3164 -1.9406 0.1097
H: 1.2903 0.9259 2.3210
H: 1.5331 -0.6072 1.5006
H: 1.5900 2.2121 0.3257
H: 2.8365 0.9634 0.2229
H: 1.4128 1.3880 -1.9479
H: 0.8735 -0.9979 -2.5153
H: 1.0226 -1.4624 -0.7372

x:
Here is the molecule C6H9N3O from OMol25. Energies are from wB97M-V/def2-TZVPD.

LUMO in eV: 0.059
Highest occupied orbital energy in eV: -8.261

CARTESIAN COORDINATES (ANGSTROEM)
H: 1.5792 -3.0095 -0.9992
N: 0.8160 -2.5045 -1.4396
C: 0.6962 -1.2996 -1.0491
C: -0.3399 -0.4576 -1.7650
O: -0.0167 0.6761 -2.1239
C: 1.3804 -0.5536 -0.0148
C: 0.7283 0.5054 0.5345
N: 1.3109 1.4630 1.2838
C: -0.8117 0.4814 0.4795
C: -1.5053 1.6368 0.3891
N: -1.3604 -0.6452 1.0882
H: -1.0946 -1.0548 -2.3016
H: 2.3992 -0.8029 0.2507
H: 2.3115 1.5130 1.3604
H: 0.7382 2.0780 1.8316
H: -1.0664 2.5215 -0.0269
H: -2.5419 1.6909 0.6754
H: -2.3630 -0.7343 0.9318
H: -0.8600 -1.5039 0.8950

y:
Here is a cluster of 2 separate species, C6H9N3O in total from OMol25. Energies are from wB97M-V/def2-TZVPD.

LUMO (alpha / beta) in eV: -0.822 / -0.712
Highest occupied orbital energy (alpha / beta) in eV: -9.628 / -8.516

CARTESIAN COORDINATES (ANGSTROEM)
C: 2.6425 1.0229 -0.3220
C: 0.0173 -0.4161 0.4602
C: 2.8550 -0.3275 -0.5553
C: -2.0549 -0.7618 -0.6035
C: -1.4818 1.5218 0.4309
C: -1.4651 -0.1040 0.5399
N: 2.3626 2.0698 0.1095
N: 3.4738 -1.0623 -1.3029
N: 0.6011 -0.9966 1.3857
O: 1.7662 -1.3851 1.4616
H: 0.6390 -0.0022 -0.4307
H: -1.1354 -0.9845 -1.2108
H: -2.6164 -1.6564 -0.2474
H: -2.7289 -0.2161 -1.2660
H: -0.5140 2.0724 0.1339
H: -2.3601 1.8569 -0.2002
H: -1.8197 1.9157 1.4733
H: -1.7058 -0.5164 1.5328
H: 3.5248 -2.0305 -1.3891

Which of them is the most stable, and which is the least stable? w and y, in that order.

w:
Here is the ion CH4N3 with charge +1 from OMol25. Energies are from wB97M-V/def2-TZVPD.

Net charge: +1
LUMO (alpha / beta) in eV: -5.986 / -5.994
Highest occupied orbital energy (alpha / beta) in eV: -15.041 / -15.037

CARTESIAN COORDINATES (ANGSTROEM)
C: 0.4875 0.1319 -0.5601
N: -1.8099 0.3469 0.1895
N: -0.7550 -0.2243 -0.2365
N: 1.5537 0.2960 0.1025
H: -2.7684 0.0610 0.1084
H: -0.6181 -1.2580 -0.3854
H: 1.4139 0.2135 1.0857
H: 2.4963 0.4330 -0.3041

x:
Here is the ion CH4N3 with charge +1 from OMol25. Energies are from wB97M-V/def2-TZVPD.

Net charge: +1
LUMO in eV: -5.896
Highest occupied orbital energy in eV: -16.158

CARTESIAN COORDINATES (ANGSTROEM)
N: 1.8921 -0.9914 0.5291
N: 1.1828 -0.2971 0.0185
C: -0.0020 0.3881 -0.5457
N: -1.0021 -0.0728 0.4240
H: -0.1601 0.1119 -1.5603
H: 0.2085 1.3845 -0.5692
H: -1.1707 -1.0184 0.4970
H: -0.9485 0.4952 1.2067

y:
Here is the ion CH4N3 with charge +1 from OMol25. Energies are from wB97M-V/def2-TZVPD.

Net charge: +1
LUMO (alpha / beta) in eV: -5.810 / -5.810
Highest occupied orbital energy (alpha / beta) in eV: -15.057 / -15.056

CARTESIAN COORDINATES (ANGSTROEM)
C: -0.3932 -0.5755 -0.0303
N: -0.1858 0.6697 -0.3449
N: 0.3461 1.3775 -1.2135
N: 0.2198 -1.4016 0.6818
H: -1.0021 1.1766 0.1675
H: 0.0389 2.3607 -1.0501
H: -0.1840 -2.3878 0.7527
H: 1.1604 -1.2196 1.0369

Which of them is the most stable, and which is the least stable? x and w, in that order.

w:
Here is the molecule CH3NOS2 from OMol25. Energies are from wB97M-V/def2-TZVPD.

LUMO in eV: -0.626
Highest occupied orbital energy in eV: -9.566

CARTESIAN COORDINATES (ANGSTROEM)
C: 0.5047 0.8668 -0.1498
N: 0.3331 -0.2998 0.7057
O: -1.8469 -1.7379 0.0212
S: 0.1096 0.0355 -1.7388
S: -0.1476 -1.5209 -0.2886
H: -0.2299 1.8599 -0.0416
H: 1.5197 1.1696 0.0077
H: -0.2427 -0.3731 1.4842

x:
Here is the molecule CH3NOS2 from OMol25. Energies are from wB97M-V/def2-TZVPD.

LUMO in eV: -0.409
Highest occupied orbital energy in eV: -9.758

CARTESIAN COORDINATES (ANGSTROEM)
C: 0.8086 0.5115 0.1864
N: 0.2974 -0.7342 -0.4443
O: -1.9313 -1.3288 0.8890
S: -0.7774 1.4466 0.3647
S: -1.4766 -0.5348 -0.3037
H: 1.1366 0.2278 1.2408
H: 1.4997 1.0387 -0.5687
H: 0.4429 -0.6268 -1.3642

Which of them is the most stable, and which is the least stable? x and w, in that order.

w:
Here is a cluster of 2 separate species, CH3NOS2 in total from OMol25. Energies are from wB97M-V/def2-TZVPD.

LUMO in eV: 0.398
Highest occupied orbital energy in eV: -9.025

CARTESIAN COORDINATES (ANGSTROEM)
N: 1.9739 1.4068 0.6675
C: 1.4222 0.5922 1.3116
S: 0.9374 -0.6144 2.1923
H: 1.6889 2.3654 0.3540
O: -2.1664 -1.0384 -1.8762
S: -1.5300 -0.0839 -0.6828
H: -1.4239 -1.5814 -2.2212
H: -0.9021 -1.0464 0.2548

x:
Here is the molecule CH3NOS2 from OMol25. Energies are from wB97M-V/def2-TZVPD.

LUMO (alpha / beta) in eV: -1.011 / -0.803
Highest occupied orbital energy (alpha / beta) in eV: -8.236 / -8.380

CARTESIAN COORDINATES (ANGSTROEM)
C: 1.0938 -0.9829 -0.0786
N: -0.4903 1.6945 -0.6714
O: -1.5649 1.1456 -0.3764
S: -0.6144 -1.4183 -0.1730
S: -1.5551 -0.3236 1.1107
H: 1.6977 -1.5426 -0.7956
H: 1.3299 -0.4769 0.8081
H: 0.1032 1.9042 0.1762

Which of them is the most stable, and which is the least stable? w and x, in that order.